Record 1
{"formula": "C11H13N3O5PRh", "method": "the ωB97M-V functional and the def2-TZVPD basis", "symbols": ["O", "C", "Rh", "C", "O", "C", "O", "C", "O", "C", "O", "H", "C", "N", "C", "N", "C", "N", "C", "P", "C", "C", "H", "H", "H", "H", "H", "H", "H", "H", "H", "H", "H", "H"], "xyz": [[4.014, -1.230, -1.511], [3.172, -1.199, -0.742], [-0.637, 0.234, 0.060], [-2.299, 0.520, 1.302], [-3.186, 0.646, 2.027], [-2.605, 2.306, -1.693], [-2.197, 2.488, -2.755], [-1.202, -1.492, -0.691], [-1.465, -2.585, -1.007], [0.418, 1.757, 0.625], [1.056, 2.602, 1.172], [0.940, -0.736, 0.092], [0.559, -3.336, 3.750], [1.610, -3.425, 2.657], [2.828, -2.721, 3.209], [2.597, -1.277, 3.594], [1.499, -1.308, 4.637], [0.219, -1.943, 4.186], [-0.424, -1.180, 3.120], [0.675, -1.006, 1.547], [1.161, -2.849, 1.409], [2.261, -0.453, 2.455], [0.930, -3.878, 4.642], [-0.358, -3.811, 3.392], [3.625, -2.752, 2.443], [3.178, -3.280, 4.118], [1.278, -0.279, 4.940], [1.857, -1.880, 5.516], [-1.359, -1.662, 2.830], [-0.664, -0.175, 3.473], [1.921, -2.906, 0.630], [0.264, -3.364, 1.077], [2.061, 0.560, 2.795], [3.053, -0.434, 1.709]], "forces_ev_per_a": [[-2.0, 0.1, 1.7], [2.4, -0.1, -2.0], [-0.6, 0.8, -1.6], [-3.9, 0.6, 3.1], [3.1, -0.4, -2.5], [1.5, 0.4, -3.3], [-1.4, -0.5, 3.3], [-2.1, -5.7, -2.2], [1.1, 4.6, 1.3], [4.1, 6.4, 3.5], [-3.5, -4.7, -3.2], [1.4, -0.4, -0.5], [-0.5, -1.3, 0.4], [-0.1, 2.5, 2.0], [0.4, -0.2, 0.0], [-2.1, -2.2, 0.0], [0.4, 0.7, 1.1], [2.8, -0.1, -2.8], [-0.2, -0.6, 1.5], [1.3, -1.5, 2.1], [-1.2, 0.3, 0.0], [-1.0, 0.7, -0.2], [-0.1, 0.3, -0.6], [0.2, 0.0, 0.1], [-0.4, 0.0, 0.4], [-0.4, 0.6, -0.9], [0.1, -0.2, 0.0], [-0.1, 0.4, -0.6], [0.0, -0.2, -0.1], [0.2, 0.1, 0.0], [0.1, -0.1, 0.1], [0.0, -0.4, -0.1], [0.3, 0.2, 0.1], [0.1, 0.0, 0.1]], "multiplicity": 5, "orbital_gap_ha": [0.252, 0.194], "s_squared": 6.018, "total_charge": 2, "largest_force_ev_per_a": 8.39, "e_above_lowest_ev": 0.2824}

***

Record 2
{"formula": "C11H13N3Si", "method": "the ωB97M-V functional and the def2-TZVPD basis", "symbols": ["C", "C", "C", "N", "N", "C", "C", "C", "N", "C", "C", "Si", "C", "C", "C", "H", "H", "H", "H", "H", "H", "H", "H", "H", "H", "H", "H", "H"], "xyz": [[3.267, -1.923, -1.203], [2.644, -0.869, -1.164], [1.683, 0.148, -0.799], [2.053, 1.488, -0.909], [1.046, 2.153, -0.378], [1.035, 3.519, -0.354], [-0.100, 4.149, 0.195], [-1.157, 3.291, 0.637], [-1.138, 1.997, 0.541], [-0.078, 1.471, -0.040], [0.428, -0.092, -0.267], [-0.629, -1.558, 0.220], [0.220, -3.079, -0.430], [-2.263, -1.422, -0.663], [-1.027, -1.272, 2.070], [3.924, -2.658, -1.323], [2.045, 4.009, -0.535], [-0.255, 5.167, 0.185], [-1.933, 3.690, 1.317], [1.315, -3.165, -0.568], [-0.208, -3.894, 0.212], [-0.125, -3.115, -1.558], [-2.488, -0.823, -1.618], [-2.574, -2.390, -1.147], [-2.935, -1.113, 0.191], [-0.912, -0.190, 2.200], [-1.765, -1.783, 2.696], [-0.073, -1.738, 2.491]], "forces_ev_per_a": [[-2.8, 5.0, 0.0], [0.5, -2.0, 0.5], [0.2, 1.2, 0.0], [0.3, -1.9, 0.3], [-0.4, 1.7, -1.1], [0.0, 1.6, 1.5], [1.0, -3.7, -1.2], [0.1, 1.4, 1.2], [-0.1, -0.5, -0.1], [2.2, -6.0, -0.3], [-1.6, 4.5, 0.6], [-0.1, 1.2, -0.6], [-0.4, -0.8, -1.5], [-1.7, -0.1, -1.4], [2.7, -1.4, 0.0], [2.1, -2.7, -0.4], [-1.7, -0.6, -0.2], [0.2, 2.1, 0.2], [0.2, 0.0, -0.9], [-0.7, 0.2, 0.9], [0.5, 0.1, -1.1], [0.2, -0.3, 2.3], [0.9, 0.1, 1.7], [0.1, 0.3, 1.3], [0.1, -0.4, -1.4], [-0.5, -0.2, 0.3], [-0.4, 0.4, -0.7], [-0.7, 0.8, -0.1]], "orbital_gap_ha": 0.299, "total_charge": 0, "largest_force_ev_per_a": 6.38, "e_above_lowest_ev": 1.2923}

***

Record 3
{"formula": "C11H13N4", "method": "the ωB97M-V functional and the def2-TZVPD basis", "symbols": ["C", "C", "C", "C", "C", "C", "C", "C", "C", "C", "C", "N", "N", "N", "N", "H", "H", "H", "H", "H", "H", "H", "H", "H", "H", "H", "H", "H"], "xyz": [[4.672, 2.381, 1.764], [-3.889, -0.405, 0.447], [-2.703, -1.182, 0.695], [-3.860, 0.637, -0.364], [-1.586, -0.941, -0.028], [0.826, -1.415, -0.610], [1.995, -1.208, 0.108], [-0.418, -1.661, 0.218], [3.225, -1.476, -0.410], [-2.545, 1.325, -0.463], [-1.487, 0.368, -0.872], [-0.371, -2.710, 0.963], [4.254, -1.983, -0.705], [4.386, 1.758, 0.821], [4.187, 1.026, -0.131], [4.711, 2.998, 2.596], [-4.880, -0.829, 0.756], [-2.567, -2.079, 1.429], [-4.704, 1.180, -0.760], [0.710, -1.702, -1.686], [2.157, -1.012, 1.225], [-2.585, 2.028, -1.221], [-2.356, 1.631, 0.560], [-0.551, 0.775, -0.761], [-1.536, 0.035, -1.908], [0.514, -3.226, 0.907], [5.079, -1.807, -1.174], [4.815, 1.197, -0.853]], "forces_ev_per_a": [[-0.8, -1.6, -1.9], [-2.7, -2.0, 0.1], [1.4, -1.7, 1.1], [0.2, 1.1, 0.5], [-1.4, 3.1, 0.3], [0.5, -0.7, 1.5], [-1.3, 0.2, 0.6], [1.9, -2.1, -0.1], [3.3, -1.5, -1.4], [-0.1, -1.5, 0.0], [-1.4, -3.5, 0.1], [0.3, 0.1, -0.3], [-4.2, 0.9, 1.2], [1.7, 2.5, 3.3], [-2.3, -2.4, -0.7], [0.1, 0.9, 0.9], [1.1, 0.3, -0.3], [-1.0, 1.8, -1.3], [-0.4, -0.3, 0.2], [0.7, 0.6, 0.9], [-1.2, -0.1, -1.6], [0.0, 2.2, -0.8], [0.4, 0.9, -0.1], [2.4, 1.1, 0.4], [-0.4, 0.3, -0.5], [-0.2, 0.4, 0.2], [2.1, 0.3, -0.9], [1.4, 0.6, -1.6]], "orbital_gap_ha": 0.222, "total_charge": 1, "largest_force_ev_per_a": 4.50, "e_above_lowest_ev": 5.7331}

***

Record 4
{"formula": "C11H13NO", "method": "the ωB97M-V functional and the def2-TZVPD basis", "symbols": ["C", "C", "C", "C", "C", "C", "C", "C", "C", "C", "C", "N", "O", "H", "H", "H", "H", "H", "H", "H", "H", "H", "H", "H", "H", "H"], "xyz": [[0.327, 1.454, -3.387], [1.061, 0.696, -2.611], [-1.472, 0.096, 0.096], [1.388, -0.501, -0.611], [-1.101, 1.503, -3.087], [0.480, 0.126, -1.396], [-0.994, 0.369, -1.065], [-0.088, -1.073, 1.236], [-0.700, -2.418, 1.268], [0.536, 1.097, 2.383], [0.074, -0.344, 2.546], [-1.749, 0.938, -2.096], [1.148, -1.059, 0.578], [0.773, 2.072, -4.109], [2.205, 0.537, -2.852], [-2.293, 0.350, 0.819], [2.486, -0.723, -0.800], [-1.654, 2.150, -3.836], [-0.751, -2.833, 0.192], [-1.728, -2.511, 1.788], [-0.123, -3.258, 1.830], [-0.229, 1.908, 2.304], [1.232, 1.112, 1.435], [1.117, 1.560, 3.231], [-0.837, -0.295, 3.106], [0.890, -0.953, 3.040]], "forces_ev_per_a": [[-1.4, 0.3, 0.6], [2.7, -1.1, 0.9], [1.4, -2.6, 5.9], [0.4, -0.7, 0.1], [-1.2, 0.6, 0.0], [0.8, -0.6, -0.1], [2.3, 0.1, -2.9], [-3.0, 3.2, -1.7], [-0.8, -3.3, -0.3], [2.0, 1.7, -1.2], [1.3, 0.0, 0.1], [0.6, 1.9, -1.7], [0.1, -0.6, 0.5], [0.1, 0.5, -1.2], [-2.4, 0.3, 0.8], [0.6, -0.4, -1.7], [-1.6, 0.8, -0.4], [0.0, -1.1, 1.0], [-0.3, 0.7, 1.6], [1.5, 0.7, -1.1], [-0.3, 1.7, -0.7], [0.0, -1.2, -0.6], [-1.3, 0.5, 1.9], [-0.1, -1.2, -0.6], [-0.5, -0.8, 0.5], [-1.0, 0.7, 0.2]], "orbital_gap_ha": [0.281, 0.281], "total_charge": 0, "largest_force_ev_per_a": 6.63, "e_above_lowest_ev": 5.1272}

***

Record 5
{"formula": "C11H13P", "method": "the ωB97M-V functional and the def2-TZVPD basis", "symbols": ["C", "C", "C", "C", "C", "C", "C", "C", "C", "C", "C", "P", "H", "H", "H", "H", "H", "H", "H", "H", "H", "H", "H", "H", "H"], "xyz": [[2.515, -1.644, -0.023], [1.671, -0.451, -0.055], [2.100, 0.873, -0.248], [1.288, 1.957, -0.198], [-0.129, 1.865, 0.035], [-0.998, 3.123, 0.096], [-0.657, 0.602, 0.062], [0.314, -0.710, 0.098], [-0.296, -1.894, 0.479], [-1.623, -2.185, 0.195], [-2.555, -1.310, -0.501], [-2.467, 0.452, 0.151], [3.586, -1.215, 0.164], [2.075, -2.261, 0.721], [2.780, -1.984, -1.064], [3.130, 0.941, -0.477], [1.716, 2.865, -0.430], [-1.372, 3.467, -0.858], [-1.737, 2.912, 0.869], [-0.357, 3.857, 0.542], [0.248, -2.695, 0.800], [-2.002, -3.116, 0.521], [-2.260, -1.358, -1.664], [-3.574, -1.530, -0.451], [-2.614, 0.162, 1.550]], "forces_ev_per_a": [[4.2, 2.3, -1.6], [-2.8, 0.1, -0.2], [-0.3, -1.2, 0.0], [-1.6, -1.2, 0.3], [1.0, -0.5, -1.3], [1.1, -1.3, 1.1], [1.9, -2.7, 0.7], [-1.4, 6.6, -0.2], [-4.7, -0.8, -1.8], [2.4, 0.4, 1.1], [1.8, 1.6, -2.4], [0.2, -0.6, -0.6], [-1.6, -1.2, 0.8], [0.7, -1.3, 0.2], [-1.2, -0.7, 1.0], [1.0, 0.6, -0.1], [0.7, 2.1, -0.2], [-0.3, -0.1, -0.1], [-0.5, 0.4, -0.5], [0.3, 0.9, 0.0], [1.5, -1.9, 1.2], [-0.2, -1.0, 0.3], [-0.7, 0.6, 2.3], [-1.5, -1.0, 0.2], [0.1, -0.2, -0.3]], "orbital_gap_ha": 0.300, "total_charge": 0, "largest_force_ev_per_a": 6.77, "e_above_lowest_ev": 0.2800}

***

Record 6
{"formula": "C11H13P", "method": "the ωB97M-V functional and the def2-TZVPD basis", "symbols": ["C", "C", "P", "C", "C", "C", "C", "H", "H", "H", "H", "H", "C", "C", "C", "C", "C", "H", "H", "H", "H", "H", "H", "H", "H"], "xyz": [[1.904, -2.014, -3.423], [1.325, -1.006, -2.829], [-0.115, 0.002, -2.523], [0.619, 1.291, -1.605], [1.794, 1.687, -0.855], [0.713, 2.524, -0.959], [2.914, -1.301, -2.617], [1.756, -2.758, -4.249], [2.738, 1.454, -0.372], [0.057, 3.306, -0.518], [3.094, -1.675, -1.554], [3.666, -0.570, -2.984], [-0.923, -0.581, 0.806], [-1.453, 0.662, 0.668], [-2.120, 1.050, 2.009], [-2.189, -0.322, 2.784], [-0.825, -0.907, 2.324], [-0.713, -1.322, 0.014], [-1.855, 1.060, -0.120], [-1.591, 1.683, 2.648], [-3.113, 1.418, 1.804], [-2.788, -1.130, 2.376], [-2.427, -0.215, 3.837], [-0.538, -1.970, 2.648], [0.070, -0.366, 2.689]], "forces_ev_per_a": [[-0.7, -0.4, -1.5], [1.8, -0.4, 0.2], [0.4, 1.2, 0.1], [1.1, -2.0, -1.0], [-2.7, 1.7, -0.5], [0.7, -0.7, 1.7], [-1.3, 0.6, 2.1], [0.3, 0.7, 1.2], [-0.3, 0.1, -0.3], [1.0, -0.4, -0.6], [0.3, 0.3, -1.5], [-0.6, -0.6, 0.0], [-0.2, 0.5, 0.4], [0.9, -4.2, 5.6], [-1.0, -2.7, -0.8], [1.6, 0.0, -0.8], [1.4, -0.8, 0.3], [0.3, 0.8, 0.5], [-1.4, 2.3, -4.8], [0.9, 1.5, 0.8], [-0.3, 0.5, 0.0], [-1.2, 0.6, -0.3], [0.4, 0.0, 0.3], [-1.1, 1.2, -0.8], [-0.5, 0.2, 0.1]], "orbital_gap_ha": 0.276, "total_charge": 0, "largest_force_ev_per_a": 7.02, "e_above_lowest_ev": 6.3259}